# 1
One molecule with the formula C8H8N3OP. Source: the Open Molecules 2025 dataset; level of theory: ωB97M-V with the def2-TZVPD basis set.

Positions of all 21 atoms, in Å:
N -2.31 2.78 -1.88
C -1.35 1.77 -1.97
N -1.78 0.59 -1.82
P 0.02 -0.56 -2.22
C 0.26 -1.00 -0.45
C 0.51 -2.36 -0.14
C 0.72 -2.75 1.19
C 0.71 -1.81 2.19
C 0.61 -0.46 1.89
C 0.37 -0.08 0.61
N 0.91 0.92 -2.29
C 0.17 2.06 -2.23
O 0.66 3.15 -2.34
H -1.88 3.69 -1.97
H -3.04 2.62 -1.18
H 0.49 -2.94 -0.96
H 0.78 -3.90 1.33
H 0.88 -2.15 3.15
H 0.55 0.37 2.64
H 0.32 0.99 0.61
H 1.69 0.94 -2.93

Its total energy is -24231.379 eV. For the molecular weight, the calculation gives 193.146 g/mol. The energy above the lowest of the compared OMol25 structures with the same formula, charge and spin comes out at 0.0 kcal per mole. For the HOMO-LUMO gap, the calculation gives 9.232 eV. As for the spin multiplicity: 1. The value obtained for the LUMO energy is 0.08 eV. The SMILES is Nc1np(-c2ccccc2)[nH]c1=O.

These are the natural (NBO) partial charges, in e, on atoms 1 to 5:
1 N -0.82
2 C 0.25
3 N -0.56
4 P 1.05
5 C -0.37


# 2
C27H32CaN5O9Sb2 as an isolated structure. Source: the Open Molecules 2025 dataset; level of theory: ωB97M-V with the def2-TZVPD basis set.

Positions of all 76 atoms, in Å:
Ca -0.17 -0.94 0.19
O 3.22 -5.79 1.31
C 2.65 -4.55 1.31
C 1.68 -4.19 2.23
C 1.14 -2.92 2.14
N 1.59 -2.06 1.24
C 2.48 -2.41 0.31
C 3.06 -3.66 0.32
C 2.71 -1.37 -0.82
O 3.63 -1.57 -1.61
O 1.86 -0.43 -0.84
C -0.06 -2.44 2.99
O -0.22 -2.97 4.08
O -0.75 -1.52 2.44
H 2.82 -6.32 2.01
H 1.31 -4.88 2.98
H 3.78 -3.95 -0.43
C 1.46 0.57 3.99
Sb 0.61 1.40 2.23
C -0.87 2.60 3.19
C 2.09 2.97 1.99
C 1.55 4.22 1.38
C 1.15 5.25 2.23
C 0.63 6.44 1.75
C 0.50 6.62 0.38
C 0.90 5.61 -0.47
C 1.41 4.40 0.00
C 1.79 3.36 -1.01
Sb 0.13 2.18 -1.77
C 1.22 1.48 -3.46
C -0.84 3.78 -2.82
H 1.56 1.36 4.74
H 2.44 0.16 3.77
H 0.82 -0.23 4.38
H -0.45 3.12 4.05
H -1.67 1.94 3.53
H -1.28 3.34 2.50
H 2.92 2.55 1.42
H 2.46 3.18 3.00
H 1.26 5.11 3.30
H 0.33 7.22 2.44
H 0.11 7.55 -0.02
H 0.82 5.76 -1.54
H 2.51 2.64 -0.63
H 2.23 3.83 -1.89
H 1.78 2.31 -3.88
H 0.53 1.09 -4.20
H 1.90 0.69 -3.14
H -0.13 4.29 -3.48
H -1.27 4.50 -2.13
H -1.64 3.36 -3.43
O -5.29 -4.13 0.23
C -5.59 -2.85 0.31
O -6.73 -2.46 0.47
C -4.49 -1.86 0.15
C -4.78 -0.51 0.20
N -3.62 0.14 0.03
N -2.59 -0.68 -0.14
C -3.09 -1.91 -0.06
C -2.20 -3.13 -0.25
O -2.76 -4.24 -0.17
O -0.99 -2.94 -0.53
H -4.29 -4.23 0.06
H -5.72 0.00 0.34
H -3.45 1.14 -0.01
C 1.10 -3.12 -3.13
N -0.26 -2.89 -3.63
C -1.14 -4.05 -3.65
C -0.79 -1.71 -3.34
N -1.26 -0.68 -3.10
H 1.64 -3.74 -3.84
H 1.05 -3.62 -2.15
H 1.62 -2.17 -3.01
H -0.72 -4.79 -4.34
H -2.12 -3.75 -4.02
H -1.25 -4.48 -2.65

Its total energy is -85918.089 eV. The total charge is -1. For the molecular weight, the calculation gives 854.177 g/mol. For the HOMO-LUMO gap, the calculation gives 8.233 eV. As for the spin multiplicity: 1. The value obtained for the LUMO energy is 2.25 eV.

These are the natural (NBO) partial charges, in e, on atoms 1 to 5:
1 Ca 1.72
2 O -0.66
3 C 0.34
4 C -0.31
5 C 0.15


# 3
C36H24Cl4N3O7Ta as an isolated structure. Source: the Open Molecules 2025 dataset; level of theory: ωB97M-V with the def2-TZVPD basis set.

Positions of all 75 atoms, in Å:
Ta -0.79 0.02 0.59
C -3.08 -0.78 -3.50
O -3.86 0.17 -2.68
C -3.14 0.42 -1.63
N -2.02 -0.16 -1.46
C -1.80 -1.05 -2.65
C -0.55 -0.76 -3.43
C -0.06 0.54 -3.57
C 1.05 0.79 -4.35
C 1.69 -0.26 -5.01
C 1.21 -1.55 -4.88
C 0.09 -1.80 -4.08
C -3.62 1.40 -0.66
C -4.78 2.13 -0.74
C -5.02 3.08 0.24
C -4.08 3.30 1.23
C -2.95 2.51 1.21
N -2.73 1.56 0.31
C -1.78 2.66 2.09
N -0.76 1.93 1.89
C 0.25 2.25 2.93
C -0.41 3.45 3.65
O -1.77 3.53 3.06
C 1.61 2.53 2.34
C 2.66 2.80 3.20
C 3.93 3.05 2.69
C 4.15 3.02 1.32
C 3.10 2.75 0.46
C 1.83 2.52 0.97
H -2.85 -0.29 -4.43
H -3.69 -1.66 -3.67
H -1.79 -2.08 -2.29
H -0.55 1.37 -3.06
H 1.42 1.81 -4.46
H 2.55 -0.06 -5.63
H 1.69 -2.37 -5.39
H -0.28 -2.82 -3.97
H -5.47 1.96 -1.56
H -5.93 3.67 0.21
H -4.20 4.06 1.99
H 0.32 1.40 3.60
H 0.09 4.39 3.45
H -0.53 3.32 4.72
H 2.50 2.80 4.28
H 4.75 3.26 3.37
H 5.14 3.21 0.92
H 3.26 2.74 -0.62
H 1.02 2.36 0.27
Cl 1.17 -3.09 6.28
C 0.22 -2.39 5.05
C -1.17 -2.52 5.08
Cl -1.94 -3.37 6.34
C -1.95 -1.95 4.06
Cl -3.66 -2.07 4.01
C -1.30 -1.27 3.07
O -1.90 -0.66 1.97
C 0.07 -1.14 3.04
O 0.53 -0.46 1.93
C 0.85 -1.70 4.01
Cl 2.55 -1.51 3.92
O 3.09 -0.93 -1.76
C 2.68 -2.20 -1.86
C 3.45 -3.17 -2.48
C 3.00 -4.47 -2.57
C 1.76 -4.85 -2.03
C 1.00 -3.90 -1.41
C 1.44 -2.57 -1.31
C 0.56 -1.63 -0.69
O 0.79 -0.33 -0.63
O -0.55 -1.95 -0.11
H 3.98 -0.84 -2.13
H 4.42 -2.90 -2.90
H 3.62 -5.21 -3.06
H 1.43 -5.88 -2.10
H 0.04 -4.17 -0.97

Its total energy is -108156.806 eV. The total charge is +2. For the molecular weight, the calculation gives 933.362 g/mol. The energy above the lowest of the compared OMol25 structures with the same formula, charge and spin comes out at 23.2 kcal per mole. For the HOMO-LUMO gap, the calculation gives 6.252 eV. As for the spin multiplicity: 1. The value obtained for the LUMO energy is -7.19 eV.

These are the Löwdin partial charges, in e, on atoms 1 to 5:
1 Ta 2.07
2 C 0.02
3 O 0.10
4 C -0.32
5 N 0.06


# 4
C29H42ClF5N6O2SW as an isolated structure. Source: the Open Molecules 2025 dataset; level of theory: ωB97M-V with the def2-TZVPD basis set.

Positions of all 87 atoms, in Å:
W -1.52 -0.46 -0.39
C -1.17 -0.54 2.76
C -3.07 -2.01 1.82
N -2.81 -2.09 0.36
C -4.03 -2.41 -0.39
C -4.45 -1.29 -1.28
C -5.64 -1.26 -2.01
C -5.89 -0.21 -2.90
C -5.00 0.86 -2.92
C -3.84 0.80 -2.17
C -2.81 1.86 -2.05
N -2.17 1.75 -0.72
C -3.00 2.52 0.26
C -2.74 2.37 1.74
N -2.96 0.99 2.15
N -3.56 -0.28 -1.42
H -0.09 -0.54 2.57
H -1.23 -0.10 3.74
H -3.71 -1.18 2.03
H -3.59 -2.94 2.08
H -2.17 -2.88 0.37
H -4.83 -2.73 0.26
H -3.80 -3.26 -1.05
H -6.33 -2.12 -1.89
H -6.80 -0.13 -3.52
H -5.24 1.71 -3.57
H -3.26 2.82 -2.21
H -2.00 1.65 -2.75
H -1.24 2.21 -0.80
H -4.02 2.19 0.12
H -2.85 3.54 -0.04
H -3.45 3.00 2.23
H -1.73 2.68 2.07
H -2.97 0.96 3.16
Cl -0.68 -5.36 5.55
C -1.01 -4.10 4.46
C -2.03 -3.13 4.90
C -2.40 -2.19 4.08
C -1.83 -1.90 2.71
O -1.73 0.31 1.74
C -0.76 -2.92 2.34
C -0.07 -2.80 1.20
O -0.27 -1.77 0.38
C -0.44 -4.01 3.25
H -2.52 -3.27 5.86
H -3.23 -1.55 4.37
H 0.69 -3.54 0.92
H 0.19 -4.81 2.86
F 0.10 -0.40 -2.86
C -0.93 -1.18 -2.37
F -1.94 -1.07 -3.31
C -0.49 -2.66 -2.50
F -0.49 -3.02 -3.79
F -1.37 -3.46 -1.85
F 0.74 -2.87 -2.05
C 2.85 4.36 1.97
C 4.16 4.54 1.23
C 4.84 3.28 0.69
C 4.15 2.48 -0.41
N 2.97 1.82 0.16
C 2.13 1.08 -0.57
S 0.55 1.04 0.22
N 2.39 0.45 -1.70
C 3.67 0.18 -2.35
C 4.59 -0.82 -1.66
C 5.77 -1.03 -2.60
C 6.82 0.09 -2.57
H 2.54 5.27 2.47
H 2.99 3.64 2.80
H 2.00 4.03 1.32
H 4.85 5.05 1.90
H 4.01 5.19 0.37
H 5.04 2.53 1.47
H 5.81 3.54 0.29
H 4.85 1.74 -0.82
H 3.74 3.12 -1.21
H 2.55 2.12 1.05
H 1.58 -0.09 -1.98
H 4.20 1.10 -2.53
H 3.38 -0.15 -3.34
H 4.05 -1.75 -1.48
H 4.89 -0.47 -0.69
H 5.44 -1.21 -3.62
H 6.29 -1.94 -2.34
H 6.41 1.08 -2.72
H 7.59 -0.13 -3.32
H 7.32 0.07 -1.62

Its total energy is -82546.379 eV. The total charge is +2. For the molecular weight, the calculation gives 853.045 g/mol. The energy above the lowest of the compared OMol25 structures with the same formula, charge and spin comes out at 89.8 kcal per mole. For the HOMO-LUMO gap (spin up / spin down), the calculation gives 7.080 / 6.196 eV. As for the spin multiplicity: 3. The value obtained for the LUMO energy (spin up / spin down) is -5.43 / -6.33 eV.

These are the Löwdin partial charges, in e, on atoms 1 to 5:
1 W 1.63
2 C -0.09
3 C -0.10
4 N -0.13
5 C -0.09


Which value of spin multiplicity does entry 3 give? 1


Which of these has the highest spin multiplicity? C29H42ClF5N6O2SW